# C4H12

A 2-piece molecular cluster, C4H12 overall (ωB97M-V/def2-TZVPD, the Open Molecules 2025 dataset).

Output
SMILES string   CC.CC
E   -159.5724 Ha
ΔE to the lowest compared entry with this formula, charge and spin   7.9 kcal/mol

CARTESIAN COORDINATES (ANGSTROEM)
C 0.32 -0.25 1.87
C -0.63 -1.44 1.99
H 0.07 0.43 1.07
H 0.45 0.31 2.79
H 1.32 -0.64 1.65
H -0.14 -2.40 1.89
H -1.47 -1.41 1.29
H -1.23 -1.46 2.90
C 0.19 1.57 -1.65
C 0.14 0.12 -2.20
H 1.06 2.07 -2.05
H -0.70 2.12 -1.97
H 0.27 1.67 -0.57
H 0.94 -0.04 -2.91
H -0.81 -0.05 -2.70
H 0.22 -0.60 -1.39

=====

# C4H12

A 2-piece molecular cluster, C4H12 overall (ωB97M-V/def2-TZVPD, the Open Molecules 2025 dataset).

Output
SMILES string   CC.CC
E   -159.5679 Ha
ΔE to the lowest compared entry with this formula, charge and spin   10.7 kcal/mol

CARTESIAN COORDINATES (ANGSTROEM)
C -1.21 1.44 -1.99
C -1.51 1.18 -0.49
H -0.75 0.57 -2.45
H -2.13 1.62 -2.54
H -0.59 2.33 -2.07
H -2.57 1.19 -0.23
H -1.03 1.97 0.07
H -1.27 0.16 -0.17
C 1.36 -2.04 1.00
C 1.37 -0.58 1.49
H 0.35 -2.46 1.00
H 1.69 -2.14 -0.04
H 1.89 -2.67 1.71
H 0.54 -0.48 2.18
H 1.01 0.10 0.72
H 2.37 -0.34 1.84

=====

# C4H12

A 2-piece molecular cluster, C4H12 overall (ωB97M-V/def2-TZVPD, the Open Molecules 2025 dataset).

Output
SMILES string   CC.CC
E   -159.5365 Ha
ΔE to the lowest compared entry with this formula, charge and spin   30.4 kcal/mol

CARTESIAN COORDINATES (ANGSTROEM)
C -0.36 1.39 2.79
C -0.25 0.25 1.72
H 0.69 1.48 3.06
H -0.91 2.27 2.45
H -0.97 0.83 3.52
H -0.06 -0.77 1.98
H 0.23 0.60 0.78
H -1.20 0.40 1.16
C 0.92 -0.78 -1.62
C -0.18 -0.82 -2.74
H 1.66 -1.49 -1.96
H 1.37 0.18 -1.38
H 0.35 -1.23 -0.83
H -0.09 -1.76 -3.25
H -1.18 -0.62 -2.31
H -0.01 0.06 -3.36

=====

# C4H12

A 2-piece molecular cluster, C4H12 overall (ωB97M-V/def2-TZVPD, the Open Molecules 2025 dataset).

Output
SMILES string   CC.CC
E   -159.5301 Ha
ΔE to the lowest compared entry with this formula, charge and spin   34.4 kcal/mol

CARTESIAN COORDINATES (ANGSTROEM)
C -0.62 -1.91 1.90
C 0.63 -1.18 1.65
H -0.82 -2.99 1.71
H -0.68 -1.64 2.97
H -1.35 -1.37 1.42
H 1.46 -1.26 2.35
H 0.96 -1.22 0.53
H 0.47 0.01 1.75
C 0.28 1.96 -1.24
C -0.38 1.01 -2.27
H 0.00 1.93 -0.20
H 1.39 1.52 -1.31
H 0.15 2.97 -1.70
H 0.23 0.93 -3.23
H -1.48 1.27 -2.40
H -0.24 -0.05 -1.92

=====

Lowest unoccupied orbital energy for the records above, in order: 1.1769; 1.1138; 1.1229; 1.0400 eV